No. 1
Below is one molecule with the formula C4H10NO2 at a distorted geometry, with properties calculated with wB97M-V/def2-TZVPD.

The calculation puts the HOMO energy (alpha / beta) at -3.864 / -8.859 eV. The value obtained for the energy above the lowest of the compared OMol25 structures with the same formula, charge and spin is 3.102 eV. Its spin multiplicity is 2. The net charge is 0. The LUMO energy (alpha / beta) is 0.0255 / 0.0174 hartree. The orbital gap (alpha / beta) comes out at 4.6 / 9.3 eV.

Last column: natural (NBO) charge in e.
Atoms and positions in Å:
1 O 0.031656 1.001836 2.309584  -0.606
2 C 0.960251 0.576054 1.650989  0.231
3 C 0.608975 -0.288362 0.469358  -0.224
4 C -0.898029 -0.002052 0.085412  0.077
5 C -1.548120 -0.692725 -1.038478  -0.674
6 O -0.615754 1.432872 -0.103029  -0.749
7 N 1.623250 -0.136929 -0.587888  -0.881
8 H 2.005049 0.700068 1.956007  0.120
9 H 0.654877 -1.369823 0.727948  0.186
10 H -1.432485 -0.224766 1.022878  0.219
11 H -2.301521 -0.057961 -1.437269  0.235
12 H -0.987863 -1.218389 -1.856890  0.210
13 H -2.202463 -1.455231 -0.533182  0.226
14 H -1.458015 1.969480 0.007103  0.479
15 H 1.151154 -0.371249 -1.459742  0.404
16 H 2.488944 -0.699130 -0.507270  0.368
17 H 1.920094 0.836307 -0.705530  0.380

Atoms 1-3, force components in eV/Å:
-0.38 0.70 1.63
-0.21 -0.73 -0.67
-0.92 -1.81 1.69


No. 2
Below is one molecule with the formula C4H10NO2 at a distorted geometry, with properties calculated with wB97M-V/def2-TZVPD.

The calculation puts the HOMO energy (alpha / beta) at -9.952 / -9.850 eV. The value obtained for the energy above the lowest of the compared OMol25 structures with the same formula, charge and spin is 1.171 eV. Its spin multiplicity is 2. The net charge is 0. The LUMO energy (alpha / beta) is 0.0299 / -0.0478 hartree. The orbital gap (alpha / beta) comes out at 10.8 / 8.5 eV.

Last column: natural (NBO) charge in e.
Atoms and positions in Å:
1 C 0.590817 0.425899 -1.483592  -0.059
2 O 0.192889 -0.162186 -2.700557  -0.722
3 C 0.557996 -0.602618 -0.308185  -0.157
4 C 0.724443 0.154057 1.045680  -0.421
5 C -0.603537 0.573787 1.710346  -0.068
6 O -1.591602 1.067858 0.810396  -0.729
7 N -0.743944 -1.190152 -0.409239  -0.464
8 H -0.012212 1.286185 -1.187697  0.180
9 H 1.636803 0.661619 -1.682922  0.181
10 H -0.594965 -0.700518 -2.608897  0.474
11 H 1.418831 -1.242026 -0.518352  0.197
12 H 1.262135 1.055744 0.753378  0.218
13 H 1.169121 -0.486991 1.804795  0.220
14 H -1.025321 -0.299932 2.223700  0.152
15 H -0.412739 1.329715 2.470107  0.188
16 H -0.860107 -2.175226 -0.172205  0.332
17 H -1.708609 0.304784 0.253242  0.480

Atoms 1-3, force components in eV/Å:
0.18 -0.73 0.35
0.20 0.05 -0.49
-0.16 0.48 -0.83


No. 3
Below is a 2-piece molecular cluster, C4H10NO2 overall at a distorted geometry, with properties calculated with wB97M-V/def2-TZVPD.

The calculation puts the HOMO energy at -13.917 eV. The value obtained for the energy above the lowest of the compared OMol25 structures with the same formula, charge and spin is 4.585 eV. The net charge is +1. The LUMO energy is -0.1566 hartree. The orbital gap comes out at 9.7 eV.

Last column: natural (NBO) charge in e.
Atoms and positions in Å:
1 C -1.699193 -0.839909 -1.236617  0.201
2 C -1.119943 0.876600 -0.763824  0.648
3 C 1.043901 1.067905 1.407748  -0.442
4 C 0.969227 -0.956525 0.274468  -0.437
5 N 0.971601 0.436411 0.135639  -0.546
6 O -0.998953 0.299918 -1.925188  -0.409
7 O -1.800430 -0.014514 -0.063571  -0.413
8 H -2.689701 -1.232622 -1.657995  0.241
9 H -1.174228 -1.776341 -1.200704  0.220
10 H -1.098154 1.969292 -0.729599  0.249
11 H 0.376631 0.436480 2.075198  0.218
12 H 2.062272 0.889650 1.844783  0.211
13 H 0.951848 2.134165 1.445597  0.232
14 H 1.723234 -1.348272 0.934689  0.222
15 H 0.011205 -1.137863 0.682341  0.192
16 H 0.979036 -1.579879 -0.616443  0.218
17 H 1.491648 0.775502 -0.606525  0.396

Atoms 1-3, force components in eV/Å:
-1.88 -1.19 -1.82
0.98 0.40 0.13
1.51 -1.48 2.25


No. 4
Below is a 2-piece molecular cluster, C4H10NO2 overall at a distorted geometry, with properties calculated with wB97M-V/def2-TZVPD.

The calculation puts the HOMO energy (alpha / beta) at -12.299 / -12.300 eV. The value obtained for the energy above the lowest of the compared OMol25 structures with the same formula, charge and spin is 5.614 eV. The net charge is +1. The LUMO energy (alpha / beta) is -0.1528 / -0.1530 hartree. The orbital gap (alpha / beta) comes out at 8.1 / 8.1 eV.

Last column: natural (NBO) charge in e.
Atoms and positions in Å:
1 C 0.213764 -2.066535 -1.006232  -0.068
2 C -0.114446 0.205891 1.100668  0.138
3 C -1.294438 -0.391439 -0.927769  0.338
4 C 0.043033 1.616715 0.714225  -0.705
5 N 0.909477 -0.560569 0.885442  -0.633
6 O -0.960459 -1.636660 -0.669929  -0.340
7 O -0.578836 0.244967 -1.886260  -0.699
8 H 0.886957 -1.622500 -1.850419  0.206
9 H 0.527446 -3.032366 -0.944375  0.200
10 H -0.930901 -0.294414 1.478942  0.231
11 H -2.398896 -0.104197 -0.960469  0.207
12 H 0.414510 1.701560 -0.315736  0.261
13 H 0.928261 2.053360 1.094196  0.252
14 H -0.836238 2.100254 1.096900  0.258
15 H 0.941365 -1.402555 1.306361  0.411
16 H 1.704767 -0.261261 0.410225  0.416
17 H -1.228721 0.747141 -2.482990  0.527

Atoms 1-3, force components in eV/Å:
2.05 2.82 -2.73
1.20 0.91 -2.83
-1.84 1.70 -0.28


No. 5
Below is a 3-piece molecular cluster, C4H10NO2 overall at a distorted geometry, with properties calculated with wB97M-V/def2-TZVPD.

The calculation puts the HOMO energy at -16.142 eV. The value obtained for the energy above the lowest of the compared OMol25 structures with the same formula, charge and spin is 2.983 eV. The net charge is +1. The LUMO energy is -0.1721 hartree. The orbital gap comes out at 11.5 eV.

Last column: natural (NBO) charge in e.
Atoms and positions in Å:
1 C -3.428875 -0.829975 0.180766  1.038
2 C 1.156690 1.835003 -0.778366  -0.435
3 C 0.218314 0.659905 1.021122  0.122
4 C 1.927793 -0.364532 -0.381473  -0.445
5 N 1.081042 0.705116 0.126013  -0.229
6 O -4.475278 -0.987552 -0.237353  -0.453
7 O -2.344964 -0.589709 0.492369  -0.579
8 H -1.778131 -3.123358 0.455788  0.025
9 H 1.912227 2.438423 -0.158820  0.248
10 H 1.630212 1.398373 -1.669715  0.241
11 H 0.180656 2.433070 -0.840181  0.259
12 H 0.417912 -0.082646 1.794590  0.213
13 H -0.618039 1.300823 1.325728  0.255
14 H -2.225446 -2.821815 -0.061817  -0.026
15 H 2.990510 -0.093025 -0.238703  0.260
16 H 1.848672 -1.221646 0.349589  0.242
17 H 1.506698 -0.656462 -1.379538  0.262

Atoms 1-3, force components in eV/Å:
0.23 0.73 -0.56
0.69 1.90 1.11
-0.37 -1.55 3.63


No. 6
Below is C4H10NO2P as an isolated structure at a distorted geometry, with properties calculated with wB97M-V/def2-TZVPD.

The calculation puts the HOMO energy (alpha / beta) at -8.842 / -8.842 eV. The value obtained for the energy above the lowest of the compared OMol25 structures with the same formula, charge and spin is 3.889 eV. The net charge is 0. The LUMO energy (alpha / beta) is 0.0192 / 0.0192 hartree. The orbital gap (alpha / beta) comes out at 9.4 / 9.4 eV.

Last column: natural (NBO) charge in e.
Atoms and positions in Å:
1 C 0.640606 -1.241072 0.652756  -0.458
2 C 1.104304 -0.563432 -0.694654  -0.249
3 C -0.419182 -0.236366 0.913265  -0.430
4 C 1.335224 1.710153 -0.069740  -0.432
5 N 0.364202 0.768704 -0.563721  -0.376
6 O -1.806496 -0.661885 -1.354065  -0.969
7 O -2.844104 1.001499 0.352241  -1.074
8 P -2.014282 -0.184783 0.195595  2.030
9 H 0.091415 -2.230515 0.561500  0.214
10 H 1.392206 -1.300300 1.424896  0.221
11 H 2.177016 -0.405989 -0.820161  0.193
12 H 0.586832 -1.106178 -1.508196  0.221
13 H -0.384587 0.263508 1.798384  0.227
14 H 1.660590 1.354517 0.915816  0.167
15 H 2.239357 1.641154 -0.698626  0.188
16 H 0.948496 2.659947 -0.130363  0.207
17 H -2.572325 -0.263764 -1.770917  0.506
18 H -2.499268 -1.205192 0.795994  -0.187

Atoms 1-3, force components in eV/Å:
-0.59 -1.24 -1.61
-1.81 -0.83 0.49
1.59 2.51 -4.48